Entry 1:
This record from OMol25 describes 2 unconnected molecules or ions with the total composition C4H4O at a distorted geometry. The level of theory is wB97M-V/def2-TZVPD.

Last column: Löwdin charge in e.
Positions of all 9 atoms, in Å:
C  -0.8948  -0.6047  -0.7049  0.021
C  -1.1267  -1.4766  0.4106  -0.058
C  -1.1783  -2.0079  -0.8435  -0.060
H  -1.2469  -1.6559  1.4446  0.076
H  -1.2346  -2.8526  -1.4470  0.066
C  1.4572  2.2072  0.2421  -0.176
O  0.8979  2.5453  1.2200  -0.004
H  0.7938  1.7397  -0.5501  0.068
H  2.5324  2.1056  0.2283  0.067

Atoms 1-2, force components in eV/Å:
C -0.24 -1.19 0.51
C -0.23 -0.43 -3.36

Properties
- Molecular weight: 68.1 g mol⁻¹
- Max |F|: 4.14 eV Å⁻¹
- Frontier orbital gap: 0.369 Eh
- LUMO energy: 0.8277 eV
- Highest occupied orbital energy: -9.21 eV
- Relative energy (zero: lowest compared OMol25 entry of this formula, charge and spin): 107.16 kcal/mol


Entry 2:
This record from OMol25 describes a molecular structure, C32H37BF6N10O4S3Sn at a distorted geometry. The level of theory is wB97M-V/def2-TZVPD.

Last column: Löwdin charge in e.
Positions of all 94 atoms, in Å:
Sn  0.9244  -0.0273  -0.2553  1.607
C  2.7659  -2.6579  -0.8097  -0.110
C  4.0050  -2.6174  0.0693  -0.353
C  5.2761  -2.5110  -0.7887  -0.038
C  3.9538  -1.4834  1.0396  -0.250
C  4.8659  -1.2650  2.0947  0.027
C  4.4419  -0.0975  2.6903  -0.032
N  3.3499  0.3317  2.0417  -0.044
N  3.0434  -0.5037  1.0269  0.018
B  2.5341  1.5781  2.3773  -0.526
N  1.0974  1.1879  2.7339  -0.016
C  0.5652  1.2006  3.9635  -0.040
C  -0.7965  0.9889  3.8555  0.075
C  -1.0259  0.8525  2.4809  -0.236
N  0.1375  0.9608  1.8308  0.020
C  -2.3087  0.7875  1.7094  -0.319
C  -3.4848  0.3346  2.5666  -0.019
C  -2.5590  2.1887  1.1278  0.002
N  2.5689  2.5178  1.1724  -0.043
C  3.1965  3.7036  1.1445  -0.033
C  3.0038  4.2698  -0.0937  0.028
C  2.2138  3.3396  -0.7937  -0.250
N  1.9833  2.2758  -0.0055  0.001
C  1.5612  3.5126  -2.1201  -0.375
C  0.0779  3.8663  -1.9118  -0.055
C  2.2493  4.5450  -3.0005  -0.054
H  2.8035  -3.5043  -1.4935  0.107
H  1.8564  -2.7280  -0.2008  0.062
H  2.7220  -1.7326  -1.3932  0.026
H  4.0827  -3.5460  0.6459  0.152
H  5.2690  -1.5806  -1.3569  0.093
H  6.1706  -2.5360  -0.1709  0.082
H  5.3210  -3.3505  -1.4807  0.089
H  5.7056  -1.8742  2.3723  0.120
H  4.8484  0.4437  3.5248  0.133
H  3.0203  2.1183  3.3153  0.139
H  1.1725  1.3738  4.8336  0.180
H  -1.5130  0.9596  4.6544  0.169
H  -2.1590  0.0951  0.8677  0.104
H  -3.6741  1.0552  3.3610  0.104
H  -4.3888  0.2615  1.9633  0.105
H  -3.2900  -0.6366  3.0227  0.051
H  -2.6075  2.9257  1.9286  0.100
H  -1.7419  2.4571  0.4559  0.072
H  -3.4997  2.2179  0.5786  0.103
H  3.7318  4.0698  2.0012  0.131
H  3.3497  5.2260  -0.4372  0.116
H  1.5751  2.5303  -2.6099  0.115
H  -0.0072  4.7886  -1.3384  0.093
H  -0.4098  4.0039  -2.8764  0.086
H  -0.4241  3.0612  -1.3742  0.039
H  2.1506  5.5441  -2.5750  0.086
H  3.3088  4.3244  -3.1163  0.090
H  1.7787  4.5644  -3.9828  0.087
N  -3.4617  -2.6152  1.1306  0.169
C  -4.3594  -2.5333  0.0585  -0.205
C  -5.7154  -2.7829  0.2541  0.008
C  -6.6069  -2.5884  -0.7845  -0.027
C  -6.1650  -2.1429  -2.0269  -0.029
C  -4.8166  -1.9289  -2.2378  -0.039
C  -3.9187  -2.1252  -1.1978  -0.265
S  -2.1633  -1.9416  -1.4996  1.137
N  -1.6604  -1.6536  0.0085  -0.166
C  -2.2559  -2.0245  1.0993  -0.312
C  -1.5288  -1.7372  2.3588  -0.195
C  -1.9521  -2.2150  3.5941  0.023
C  -1.2084  -1.9008  4.7231  0.015
C  -0.0753  -1.1227  4.5741  0.012
C  0.2727  -0.6946  3.2961  -0.165
N  -0.4280  -0.9911  2.2149  0.110
H  -3.8339  -2.9564  2.0037  0.151
H  -6.0734  -3.1179  1.2178  0.126
H  -7.6584  -2.7787  -0.6279  0.125
H  -6.8696  -1.9814  -2.8283  0.125
H  -4.4426  -1.6149  -3.2031  0.126
H  -2.8307  -2.8348  3.7035  0.133
H  -1.5113  -2.2613  5.6959  0.137
H  0.5380  -0.8566  5.4217  0.151
H  1.1568  -0.0913  3.1383  0.070
F  -0.3353  0.9132  -6.0069  0.210
C  -1.5292  0.8836  -5.5391  -0.725
F  -2.0525  2.0692  -5.4845  0.186
F  -2.3039  0.0552  -6.1495  0.198
S  -1.4163  0.1991  -3.5512  0.862
O  -0.3330  0.9997  -3.0362  -0.420
O  -2.1804  -0.4352  -2.0185  -0.584
N  -0.8836  -1.1335  -4.2204  -0.364
S  0.3098  -2.0103  -3.6006  0.604
O  0.5041  -1.7494  -2.1706  -0.575
O  0.1985  -3.3778  -3.9411  -0.225
C  1.9069  -1.3153  -4.3044  -0.667
F  2.2954  -0.2907  -3.5397  0.120
F  1.7600  -0.8822  -5.5429  0.174
F  2.8359  -2.2448  -4.2465  0.176

Atoms 1-2, force components in eV/Å:
Sn 1.02 0.79 -0.45
C 0.31 0.17 0.43

Properties
- Molecular weight: 965.4 g mol⁻¹
- Max |F|: 8.04 eV Å⁻¹
- Frontier orbital gap (spin up / spin down): 0.250 / 0.160 Eh
- LUMO energy (spin up / spin down): -6.9486 / -8.6580 eV
- Highest occupied orbital energy (spin up / spin down): -13.74 / -13.02 eV
- Charge: +2
- Relative energy (zero: lowest compared OMol25 entry of this formula, charge and spin): 269.38 kcal/mol


Entry 3:
This record from OMol25 describes a molecular structure, C5H11ClMnNTm at a distorted geometry. The level of theory is wB97M-V/def2-TZVPD.

Last column: Löwdin charge in e.
Positions of all 20 atoms, in Å:
Tm  0.5950  0.9904  -0.7123  0.517
Cl  -1.4533  -0.3696  -0.5764  0.155
C  1.4908  -0.0996  -2.5600  -0.394
C  -0.7547  2.2190  -2.1339  -0.430
H  1.7562  0.7617  -3.2120  -0.067
H  2.4002  -0.5884  -2.2110  -0.086
H  0.9589  -0.8530  -3.1860  -0.051
H  -0.0357  2.6467  -2.8652  -0.067
H  -1.1859  3.0059  -1.5125  -0.075
H  -1.6188  1.7659  -2.6830  -0.050
Mn  -0.6262  -0.7860  1.3688  -0.023
C  0.4395  -2.2814  1.5903  -0.345
C  0.4575  0.3661  2.2989  -0.365
H  1.3734  -2.2621  1.0353  -0.025
H  0.6275  -2.1270  2.6887  -0.018
H  -0.2833  -3.0976  1.4522  -0.024
H  -0.0704  0.9530  3.1537  -0.051
H  1.2720  -0.1970  2.8430  -0.071
N  -3.2043  0.0974  2.8319  -0.082
C  -2.1384  -0.1446  2.3895  -0.447

Atoms 1-2, force components in eV/Å:
Tm 1.07 0.82 0.21
Cl -2.09 -0.67 -2.36

Properties
- Molecular weight: 344.5 g mol⁻¹
- Max |F|: 4.46 eV Å⁻¹
- Frontier orbital gap (spin up / spin down): 0.125 / 0.244 Eh
- LUMO energy (spin up / spin down): 5.6831 / 5.5179 eV
- Highest occupied orbital energy (spin up / spin down): 2.27 / -1.12 eV
- Charge: -2
- <S²>: 15.91
- Multiplicity: 8